148
Properties=species:S:1:pos:R:3 method="wB97M-V/def2-TZVPD" de_lowest_ev=1.349 e_lumo_ev=-0.2 homo_energy_ha=-0.3922 total_charge=0 largest_force_ev_per_a=2.75 orbital_gap_ev=10.46 smiles="CCOC(=O)C(F)(F)F.CCOC(=O)C(F)(F)F.CCOS(C)(=O)=O.CCOS(C)(=O)=O.CCOS(C)(=O)=O.CCOS(C)(=O)=O.CCOS(C)(=O)=O.CCOS(C)(=O)=O.CCOS(C)(=O)=O.CCOS(C)(=O)=O" energy_ha=-7154.96295
S -3.342 7.771 -2.007
S 3.540 -4.330 -7.197
S -4.840 2.528 -1.133
S 2.217 4.961 6.667
S -0.684 1.494 1.450
S 5.236 1.293 2.926
S -2.260 -5.080 -3.900
S 3.217 -5.327 -1.877
F 3.547 4.965 -0.373
F 4.988 4.079 0.973
F -3.896 -5.643 1.921
F -3.647 -5.079 3.993
F -5.642 -5.530 3.167
F 2.969 3.411 1.144
O 2.659 5.455 2.784
O 4.591 -3.535 -7.808
O 4.335 6.554 1.805
O 2.631 -5.171 -7.947
O -2.496 -3.965 -3.033
O 3.214 -3.896 -2.005
O -5.305 -2.689 3.163
O -0.984 0.223 0.505
O -1.680 1.427 2.480
O 3.261 -6.153 -3.056
O 4.379 1.076 1.772
O -3.202 9.106 -2.521
O 2.682 -3.167 -6.380
O -4.444 1.326 -1.823
O -4.702 3.768 -1.799
O -0.960 -5.587 -4.210
O -4.007 -3.190 1.444
O 0.880 4.828 5.769
O -3.615 7.593 -0.612
O 3.045 3.783 6.510
O -6.381 2.380 -0.630
O 1.944 -5.797 -1.006
O 6.029 -0.116 3.249
O 2.778 6.274 6.407
O -3.108 -4.843 -5.260
O -2.026 6.853 -2.328
O -0.557 2.653 0.605
O 6.262 2.287 2.863
C -6.744 0.999 1.356
C -3.899 2.587 0.447
C 4.442 1.528 4.535
C -4.594 6.912 -3.047
C 5.239 -1.293 3.404
C -0.447 -6.017 -0.940
C 1.549 5.026 8.339
C 1.660 -3.624 -5.491
C -4.080 -1.905 0.864
C -0.303 5.314 -1.789
C 4.403 7.590 2.790
C -0.307 -1.251 -1.266
C -4.103 -5.897 -7.213
C 4.563 -5.810 -0.763
C 3.501 5.531 1.948
C -6.826 1.083 -0.176
C -4.664 -3.492 2.554
C -2.860 -5.771 -6.322
C 0.433 2.420 5.767
C 0.694 3.642 4.936
C 0.929 -2.370 -5.012
C -4.457 -4.966 2.950
C -0.345 0.200 -0.816
C 3.698 4.468 0.844
C -1.546 6.014 -1.283
C 5.516 7.299 3.765
C 5.930 -2.223 4.351
C -3.222 -6.465 -3.249
C 0.923 1.111 2.104
C -3.578 -1.938 -0.570
C 4.195 -5.270 -5.804
C 0.718 -5.235 -1.516
H -3.221 -7.281 -3.969
H -4.361 -2.071 -1.314
H 3.421 7.806 3.210
H -5.772 0.623 1.674
H 5.209 -2.968 4.696
H -3.332 1.665 0.496
H 1.652 1.271 1.312
H 5.156 6.570 4.496
H 2.059 -4.164 -4.629
H -1.252 6.591 -0.402
H 6.792 -2.745 3.939
H 0.624 -5.237 -2.600
H 0.783 4.263 8.443
H -2.778 -2.668 -0.682
H 0.620 -1.333 -1.837
H 1.361 1.911 6.023
H -4.267 -6.157 -3.181
H -0.168 2.617 6.654
H 0.692 0.527 -0.720
H 5.889 8.152 4.330
H -1.411 -5.531 -1.082
H -0.497 4.689 -2.668
H 0.163 4.651 -1.062
H 0.240 -2.563 -4.182
H 0.421 6.032 -2.179
H 6.363 6.845 3.251
H -0.121 -1.900 -0.408
H -2.949 -6.811 -2.257
H 5.146 1.219 5.309
H 0.306 -1.952 -5.801
H -4.585 2.697 1.281
H 1.538 -1.579 -4.572
H -1.208 -1.577 -1.771
H 4.478 -6.896 -0.723
H -1.933 -5.495 -6.822
H -0.848 0.877 -1.502
H -3.945 -5.447 -8.194
H -3.269 3.473 0.421
H 4.399 -5.417 0.235
H -0.121 3.866 4.252
H -2.313 5.329 -0.917
H 3.455 -5.974 -5.440
H -4.934 -5.383 -6.733
H -2.681 -6.797 -5.990
H -0.587 -7.003 -1.389
H -7.421 0.203 1.675
H 4.250 -1.006 3.778
H 2.378 4.724 8.977
H -0.281 -6.166 0.128
H 1.089 1.892 2.845
H -6.962 1.979 1.767
H -5.045 -1.397 0.831
H -5.270 7.647 -3.470
H 1.600 3.555 4.336
H 0.685 -4.226 -1.102
H -3.443 -1.200 1.407
H 1.265 6.059 8.503
H -7.869 1.155 -0.492
H 4.425 -4.564 -5.009
H 5.106 -5.758 -6.143
H 0.964 0.100 2.497
H -6.338 0.257 -0.693
H 6.240 -1.685 5.249
H -5.124 6.175 -2.452
H -4.306 -6.945 -7.421
H 5.035 -1.837 2.475
H 3.636 0.820 4.733
H 1.003 -4.295 -6.049
H -0.148 1.676 5.211
H -3.949 6.433 -3.779
H 5.495 -5.527 -1.241
H 4.686 8.407 2.117
H 4.173 2.569 4.689
H -3.127 -0.961 -0.753

---

136
Properties=species:S:1:pos:R:3 method="wB97M-V/def2-TZVPD" de_lowest_ev=0.000 e_lumo_ev=-0.2 homo_energy_ha=-0.3716 total_charge=0 largest_force_ev_per_a=2.78 orbital_gap_ev=9.96 smiles="O=S1(=O)CCCC1.O=S1(=O)CCCC1.O=S1(=O)CCCC1.O=S1(=O)CCCC1.O=S1(=O)CCCC1.O=S1(=O)OCCO1.OCCO.OCCO.OCCO.OCCO.OCCO" energy_ha=-5458.37131
S 5.606 -3.776 -0.239
S -2.847 -3.608 1.213
S -0.532 5.895 3.432
S 0.488 0.313 0.982
S -4.039 2.766 2.272
S 6.915 1.051 0.711
O -0.808 4.756 4.274
O 0.311 -5.009 -1.994
O -4.043 -4.247 1.688
O -4.004 2.441 0.866
O -0.934 7.195 3.814
O -1.004 3.191 -3.331
O 0.353 -0.593 2.044
O 6.281 -4.957 0.195
O 4.518 -1.074 2.893
O -8.363 1.638 -0.768
O -5.804 0.974 -2.600
O -3.987 -0.297 -6.810
O 8.073 1.134 -0.115
O -0.811 1.165 0.755
O 3.508 -2.160 5.394
O 0.131 -5.448 -5.143
O -2.351 1.696 -5.278
O 6.303 -2.525 -0.244
O 0.588 2.673 -5.844
O -3.000 -2.388 0.474
O -4.428 4.062 2.766
O 0.439 -0.489 -0.386
O 6.935 0.259 1.898
O 1.566 1.189 0.992
C -1.715 -3.316 2.584
C -5.956 1.337 -1.197
C -0.069 -4.310 -4.337
C -4.217 0.728 4.063
C 6.388 2.718 1.127
C -2.722 0.901 3.723
C -0.966 5.423 1.734
C -2.555 2.316 3.212
C -0.838 -4.547 2.613
C 3.528 -0.466 3.635
C 1.464 5.355 1.713
C 4.887 2.734 0.912
C 4.717 1.936 -0.422
C -1.788 -4.823 0.384
C 4.898 -4.067 -1.874
C 0.444 3.185 -3.501
C 2.966 -3.711 -0.507
C 0.215 4.628 1.200
C 1.264 5.905 3.121
C -3.223 0.689 -4.707
C -4.360 0.415 -5.640
C -7.216 0.713 -0.604
C -5.011 1.388 2.983
C -0.642 -4.618 -2.962
C 0.810 2.160 -4.538
C -0.915 -0.515 -0.896
C 4.002 -3.554 0.605
C 2.729 -1.471 4.420
C 5.453 0.606 -0.226
C -0.471 -4.749 1.130
C -1.757 0.528 -0.122
C 3.528 -4.632 -1.570
H -1.639 2.493 2.661
H 1.743 5.313 3.895
H 3.991 0.314 4.257
H 0.110 3.662 1.708
H -1.938 4.933 1.717
H -4.841 1.391 -5.830
H 1.946 -3.952 -0.213
H 0.909 3.037 -2.526
H -2.226 -3.065 3.507
H -6.433 1.511 -3.094
H -0.794 -3.676 -4.849
H 0.275 1.220 -4.447
H 0.185 -3.930 0.804
H -1.329 4.001 -2.929
H -2.598 -0.215 -4.537
H 5.754 0.125 -1.149
H 2.976 -4.684 -2.506
H -7.081 0.445 0.449
H 4.817 -0.044 0.374
H -3.578 0.861 -3.683
H 4.548 3.748 0.727
H -1.170 -2.438 2.220
H 5.182 2.474 -1.247
H 4.930 -3.076 -2.330
H -2.636 2.974 4.077
H -5.128 0.730 2.120
H 0.782 -5.820 -2.195
H 2.882 -2.698 -0.926
H -0.924 -0.228 -1.949
H 2.852 0.145 3.020
H 6.815 2.942 2.103
H -7.504 -0.175 -1.176
H 3.998 -4.214 1.472
H 5.609 -4.703 -2.396
H 0.250 4.497 0.127
H -1.753 -4.693 -0.692
H -2.535 -0.022 0.402
H -1.154 -3.717 -2.632
H 1.866 -1.005 4.893
H 0.866 -3.737 -4.255
H -1.510 -5.390 2.857
H 2.319 -2.196 3.692
H -1.919 2.280 -4.629
H -1.359 -5.434 -3.130
H -2.293 -5.760 0.627
H -1.288 -1.536 -0.915
H 3.682 -5.646 -1.187
H 1.541 6.945 3.265
H 4.353 2.220 1.707
H -5.966 2.425 -1.195
H -2.501 0.143 2.961
H 4.235 -2.575 4.909
H -6.009 1.778 3.178
H 1.649 6.210 1.052
H -2.079 0.716 4.578
H -4.441 -0.339 4.107
H -0.057 -4.624 3.359
H -4.434 1.117 5.061
H 0.135 -5.648 0.975
H -5.092 0.974 -0.645
H -0.321 2.444 -6.093
H 5.317 -0.533 2.987
H -8.779 1.807 0.079
H 0.716 4.178 -3.868
H -1.134 6.364 1.194
H -3.187 0.122 -7.159
H 3.637 1.795 -0.502
H 6.878 3.362 0.396
H 2.353 4.724 1.677
H 0.944 -5.889 -4.880
H 1.887 2.008 -4.428
H -2.165 1.240 -0.821
H -5.128 -0.185 -5.151
H 4.054 -2.538 0.998